# 1
Below is a 2-piece molecular cluster, CH3FO2S overall, with properties calculated with ωB97M-V/def2-TZVPD.

Properties
E_LUMO (alpha / beta) in eV: -2.869 / -3.224
ΔE to the lowest compared entry with this formula, charge and spin in eV: 3.581
Frontier orbital gap (alpha / beta) in eV: 9.585 / 7.030

Cartesian coordinates (Å):
1 C 0.692 -0.612 0.376
2 O -1.589 1.000 0.876
3 O -1.560 -0.532 -1.083
4 F 0.737 1.974 -1.537
5 S -0.882 0.364 -0.149
6 H 1.342 0.110 0.642
7 H 0.409 -1.074 1.364
8 H 0.851 -1.230 -0.490

Cartesian forces (eV/Å) of the 3 atoms listed first:
-3.75 -0.91 0.91
-0.49 1.32 1.38
0.95 1.67 0.96

Atomic partial charges in e from the natural (NBO) method, atoms 1 to 6:
1. C -0.693
2. O -0.800
3. O -0.795
4. F -0.494
5. S 2.024
6. H 0.241

=====

# 2
Below is a 17-piece molecular cluster, C23H80FO20PS overall, with properties calculated with ωB97M-V/def2-TZVPD.

Properties
E_LUMO in eV: 0.009
Frontier orbital gap in eV: 9.690

Cartesian coordinates (Å):
1 O 4.257 -1.312 -1.173
2 S 4.084 0.164 -1.430
3 O 4.687 0.407 -2.792
4 F 4.968 1.099 -0.374
5 P 1.937 0.703 -1.528
6 C 1.502 -0.272 0.015
7 C 2.191 0.237 1.362
8 C 1.670 1.674 1.830
9 C 2.663 2.852 1.463
10 O 3.967 2.551 2.001
11 C 0.141 1.210 -1.889
12 C -0.209 2.608 -1.020
13 C -1.570 3.407 -1.530
14 O -1.451 2.572 -0.214
15 H 2.292 2.088 -1.578
16 H 1.914 -0.031 -2.771
17 H 1.688 -1.387 -0.078
18 H 0.385 -0.181 0.198
19 H 1.830 -0.481 2.167
20 H 3.312 0.159 1.368
21 H 0.610 1.890 1.514
22 H 1.648 1.640 2.963
23 H 2.680 3.093 0.354
24 H 2.297 3.760 2.044
25 H 4.537 3.329 1.840
26 H 0.027 1.580 -2.947
27 H -0.653 0.453 -1.597
28 H 0.693 3.256 -0.661
29 H -1.664 2.753 -2.430
30 H -1.117 4.426 -1.468
31 C 8.421 -0.563 -1.798
32 O 7.690 -1.497 -1.018
33 H 9.474 -0.844 -1.787
34 H 8.053 -0.577 -2.828
35 H 8.310 0.440 -1.376
36 H 6.766 -1.227 -1.044
37 C 1.943 5.033 4.581
38 O 1.256 3.804 4.376
39 H 2.789 5.081 3.896
40 H 1.268 5.867 4.382
41 H 2.308 5.085 5.611
42 H 0.514 3.785 4.990
43 C 7.427 3.869 0.038
44 O 6.479 4.651 0.756
45 H 7.837 3.115 0.709
46 H 6.939 3.374 -0.805
47 H 8.237 4.507 -0.324
48 H 6.131 5.308 0.145
49 C -2.583 -1.902 -1.493
50 O -1.203 -1.689 -1.780
51 H -3.160 -1.075 -1.907
52 H -2.913 -2.838 -1.949
53 H -2.732 -1.941 -0.411
54 H -0.718 -2.431 -1.404
55 C -1.473 1.052 5.592
56 O -0.866 0.854 4.320
57 H -0.788 0.711 6.366
58 H -1.684 2.114 5.736
59 H -2.401 0.476 5.651
60 H -1.491 1.163 3.656
61 C -3.743 -5.373 -3.950
62 O -2.634 -4.642 -3.437
63 H -4.546 -5.356 -3.213
64 H -4.094 -4.912 -4.876
65 H -3.448 -6.409 -4.138
66 H -1.941 -4.672 -4.104
67 C -4.604 4.715 0.732
68 O -4.436 3.709 -0.254
69 H -5.642 5.046 0.721
70 H -4.365 4.311 1.720
71 H -3.953 5.566 0.511
72 H -3.511 3.434 -0.224
73 C -1.812 -2.000 3.579
74 O -2.234 -2.641 2.378
75 H -0.912 -1.426 3.373
76 H -2.596 -1.326 3.933
77 H -1.593 -2.752 4.342
78 H -3.030 -3.141 2.585
79 C 0.794 -1.306 8.773
80 O -0.394 -1.086 8.022
81 H 1.118 -0.358 9.199
82 H 0.598 -2.016 9.581
83 H 1.580 -1.694 8.120
84 H -0.661 -1.935 7.656
85 C -6.205 -3.350 -7.308
86 O -6.247 -4.175 -6.149
87 H -5.943 -3.965 -8.168
88 H -7.185 -2.895 -7.473
89 H -5.450 -2.570 -7.178
90 H -6.480 -3.608 -5.406
91 C -10.124 -3.754 -7.304
92 O -9.794 -3.178 -8.565
93 H -10.761 -3.059 -6.757
94 H -10.660 -4.691 -7.458
95 H -9.212 -3.936 -6.732
96 H -9.233 -3.809 -9.027
97 C -0.586 6.114 1.753
98 O 0.514 6.854 2.269
99 H -1.392 6.130 2.485
100 H -0.936 6.568 0.821
101 H -0.286 5.077 1.572
102 H 1.212 6.825 1.607
103 C -10.767 -7.123 -5.096
104 O -9.787 -6.484 -5.904
105 H -11.755 -6.866 -5.477
106 H -10.635 -8.207 -5.139
107 H -10.679 -6.779 -4.062
108 H -8.924 -6.724 -5.550
109 C -4.076 4.056 6.421
110 O -3.472 3.862 5.148
111 H -3.385 3.714 7.191
112 H -4.287 5.118 6.574
113 H -5.002 3.480 6.485
114 H -4.098 4.171 4.485
115 C 7.905 -4.258 1.652
116 O 6.959 -3.488 2.382
117 H 8.333 -5.008 2.317
118 H 7.409 -4.757 0.816
119 H 8.700 -3.608 1.280
120 H 6.596 -2.835 1.775
121 C 11.371 -2.165 -4.031
122 O 10.683 -3.392 -4.231
123 H 12.211 -2.118 -4.723
124 H 10.696 -1.327 -4.226
125 H 11.744 -2.114 -3.005
126 H 9.946 -3.410 -3.610

Cartesian forces (eV/Å) of the 3 atoms listed first:
-0.55 3.43 1.06
4.83 -3.95 -3.58
-1.53 0.93 3.15

Atomic partial charges in e from the Löwdin method, atoms 1 to 6:
1. O -0.383
2. S 0.586
3. O -0.409
4. F -0.269
5. P 0.775
6. C -0.302

=====

# 3
Below is C39H28IN5PRuSe as an isolated structure, with properties calculated with ωB97M-V/def2-TZVPD.

Properties
E_LUMO (alpha / beta) in eV: -6.862 / -7.515
Charge: +2
2S+1: 2
ΔE to the lowest compared entry with this formula, charge and spin in eV: 0.000
Frontier orbital gap (alpha / beta) in eV: 6.792 / 6.122

Cartesian coordinates (Å):
1 Ru 0.370 -0.675 0.509
2 C 3.748 -2.663 4.654
3 C 2.765 -1.691 4.533
4 C 2.021 -1.609 3.367
5 C 2.253 -2.512 2.337
6 C 3.231 -3.495 2.454
7 C 3.979 -3.558 3.616
8 N 1.434 -2.405 1.171
9 N 1.326 -3.437 0.475
10 C 0.464 -3.281 -0.604
11 C 0.281 -4.360 -1.464
12 C -0.603 -4.230 -2.520
13 C -1.306 -3.040 -2.691
14 C -1.138 -1.971 -1.818
15 C -0.237 -2.064 -0.762
16 H 4.333 -2.727 5.561
17 H 2.574 -1.005 5.347
18 H 1.249 -0.853 3.265
19 H 3.397 -4.190 1.644
20 H 4.746 -4.313 3.716
21 H 0.831 -5.274 -1.287
22 H -0.756 -5.052 -3.205
23 H -2.004 -2.946 -3.513
24 H -1.721 -1.073 -1.972
25 I -1.727 -1.312 2.000
26 C -3.282 -1.245 0.591
27 C -4.124 -2.313 0.719
28 C -5.308 -2.380 -0.036
29 C -5.615 -1.348 -0.865
30 C -4.746 -0.239 -1.018
31 C -5.146 0.807 -1.882
32 C -4.353 1.892 -2.086
33 C -3.093 1.932 -1.471
34 C -2.644 0.948 -0.615
35 P -0.919 1.193 -0.079
36 C -0.927 2.501 1.182
37 C -0.611 2.231 2.511
38 C -0.642 3.239 3.464
39 C -0.984 4.531 3.093
40 C -1.294 4.813 1.769
41 C -1.267 3.806 0.820
42 C -0.033 1.902 -1.505
43 C 1.012 2.797 -1.274
44 C 1.848 3.181 -2.314
45 C 1.649 2.676 -3.592
46 C 0.605 1.792 -3.829
47 C -0.230 1.404 -2.791
48 C -3.505 -0.165 -0.315
49 H -3.897 -3.110 1.415
50 H -5.967 -3.229 0.075
51 H -6.539 -1.352 -1.429
52 H -6.105 0.722 -2.379
53 H -4.662 2.697 -2.737
54 H -2.441 2.758 -1.721
55 H -0.339 1.230 2.819
56 H -0.407 3.014 4.496
57 H -1.012 5.318 3.835
58 H -1.557 5.820 1.475
59 H -1.496 4.051 -0.209
60 H 1.172 3.204 -0.282
61 H 2.645 3.890 -2.129
62 H 2.293 2.986 -4.404
63 H 0.432 1.411 -4.827
64 H -1.045 0.721 -2.998
65 Se 3.215 2.052 2.277
66 N 4.525 1.862 1.115
67 C 4.085 1.089 0.136
68 C 4.765 0.685 -1.053
69 C 4.096 -0.132 -1.910
70 C 2.766 -0.575 -1.631
71 N 2.116 -0.216 -0.557
72 C 2.763 0.601 0.323
73 N 2.109 0.964 1.403
74 H 5.775 1.021 -1.246
75 H 4.559 -0.473 -2.825
76 H 2.247 -1.227 -2.323

Cartesian forces (eV/Å) of the 3 atoms listed first:
-0.17 -0.59 0.24
0.00 -0.01 0.00
-0.01 0.00 0.00

Atomic partial charges in e from the Löwdin method, atoms 1 to 6:
1. Ru 0.812
2. C -0.047
3. C -0.061
4. C -0.072
5. C -0.252
6. C -0.007

=====

What are the max |F| values for these records? In order: 4.67 7.19 0.66 eV Å⁻¹.